Record 1
8 unconnected molecules or ions with the total composition C20H20Cl15N3. Source: the OMol25 dataset; level of theory: ωB97M-V/def2-TZVPD.

```
! RIJCOSX wB97M-V def2-TZVPD def2/J DEFGRID3
* xyz 0 1
C -0.016 -0.933 -1.799
Cl -0.029 5.846 -2.593
C 2.539 -3.837 -4.072
H -4.756 2.733 -2.410
C -3.882 3.240 -0.561
H -0.490 -1.108 -2.753
C 1.624 2.505 5.758
H 2.147 3.960 4.188
Cl 0.783 6.598 0.047
H -4.456 0.236 -2.000
H -1.060 0.804 -1.306
Cl -2.903 -4.107 0.770
C -0.380 5.629 -0.884
H 1.950 3.096 6.601
H -1.362 6.051 -0.671
N -3.421 2.936 0.650
C -0.316 0.090 -0.986
H 2.882 -3.515 -3.088
H -3.353 -0.475 0.184
C 1.868 -1.572 -0.515
Cl 1.002 -4.789 -3.853
Cl 3.626 -4.937 -4.856
H -2.761 -2.407 -6.410
C 4.500 -1.955 3.768
C -4.190 2.314 -1.591
H -2.827 1.534 1.842
C -1.219 -4.020 0.310
C -3.516 0.574 -0.009
Cl 3.279 -2.020 5.092
H 1.428 2.442 2.341
C 1.246 2.162 3.368
C 0.508 0.402 0.075
N 1.319 1.243 6.020
Cl 4.528 -0.358 2.911
H -3.986 4.300 -0.739
Cl -0.156 -3.329 1.579
H 2.076 -0.272 1.305
Cl 4.436 -3.222 2.509
Cl -0.766 -5.609 -0.141
Cl -1.365 -0.869 -7.361
C -1.672 -2.358 -6.431
Cl -1.105 -2.390 -4.776
C 0.871 0.841 3.627
H -1.097 -3.424 -0.594
C -4.057 0.951 -1.296
Cl -0.340 3.805 -0.531
H 0.367 1.341 0.588
H 2.601 -2.348 -0.348
Cl 2.279 -2.364 -4.978
C -3.331 1.619 0.890
H 0.568 0.342 2.718
C 1.581 -0.474 0.366
C 1.038 0.406 4.990
Cl -1.124 -3.770 -7.324
H 5.431 -2.199 4.279
H 0.756 -0.598 5.269
N 1.024 -1.761 -1.601
C 1.680 3.018 4.431
*
```

Computed properties:
* HOMO-LUMO gap: 9.742 eV
* energy: -213368.21516 eV
* ΔE to the lowest compared entry with this formula, charge and spin: 136.6 kJ/mol
* SMILES string: ClC(Cl)Cl.ClC(Cl)Cl.ClC(Cl)Cl.ClC(Cl)Cl.ClC(Cl)Cl.c1ccncc1.c1ccncc1.c1ccncc1

=====

Record 2
2 unconnected molecules or ions with the total composition C7H17N. Source: the OMol25 dataset; level of theory: ωB97M-V/def2-TZVPD.

```
! RIJCOSX wB97M-V def2-TZVPD def2/J DEFGRID3
* xyz 1 2
H -1.235 -0.326 0.028
H -2.867 2.227 3.131
C 3.240 -0.618 -2.259
H -0.701 2.198 1.778
N 1.734 -1.666 -0.861
C 0.336 -1.358 -1.083
H 0.107 0.685 -0.334
H -1.629 2.543 0.345
C -1.503 2.000 1.209
C -0.141 -0.354 -0.085
C -2.773 2.034 2.041
H 0.176 -0.489 0.927
H 3.635 -1.598 -2.506
H -2.284 -0.101 2.208
H 2.405 0.348 -0.571
H 3.407 -0.894 -0.131
H -3.663 2.601 1.743
H -3.260 0.291 0.768
H 4.144 0.106 -2.382
C -3.277 0.237 1.831
H 2.373 -0.427 -2.986
H 0.118 -0.951 -2.076
H -4.129 -0.364 2.215
C 2.693 -0.597 -0.838
H -0.185 -2.255 -1.024
*
```

Computed properties:
* HOMO-LUMO gap (alpha / beta): 3.597 / 5.521 eV
* energy: -9009.79816 eV
* ΔE to the lowest compared entry with this formula, charge and spin: 658.0 kJ/mol

=====

Record 3
CH3Cl2N3 in the gas phase. Source: the OMol25 dataset; level of theory: ωB97M-V/def2-TZVPD.

```
! RIJCOSX wB97M-V def2-TZVPD def2/J DEFGRID3
* xyz 0 1
H -0.380 -1.375 0.713
H 0.201 1.892 -1.702
Cl -0.957 0.080 -3.223
N -0.779 -0.711 -1.825
H 0.820 -0.276 1.152
N 0.085 -0.489 0.511
N 0.175 1.394 -0.844
Cl 0.162 2.376 0.602
C -0.017 0.098 -0.701
*
```

Computed properties:
* HOMO-LUMO gap (alpha / beta): 7.515 / 7.514 eV
* energy: -30597.30083 eV
* ΔE to the lowest compared entry with this formula, charge and spin: 129.1 kJ/mol
* SMILES string: N/C(=N/Cl)NCl

=====

Record 4
C6H2Cl4S in the gas phase. Source: the OMol25 dataset; level of theory: ωB97M-V/def2-TZVPD.

```
! RIJCOSX wB97M-V def2-TZVPD def2/J DEFGRID3
* xyz 0 1
C -0.113 -1.373 -1.012
C -1.182 1.127 -0.356
S -2.007 -2.777 0.286
Cl 1.046 2.483 -1.322
C 0.093 1.039 -0.962
Cl -1.896 2.717 0.011
H -1.982 -2.450 1.603
H 0.286 -2.349 -1.213
C 0.614 -0.230 -1.356
Cl -3.447 -0.054 0.730
C -1.867 -0.058 -0.008
Cl 2.126 -0.398 -2.159
C -1.278 -1.295 -0.291
*
```

Computed properties:
* HOMO-LUMO gap: 9.372 eV
* energy: -67179.26332 eV
* ΔE to the lowest compared entry with this formula, charge and spin: 0.8 kJ/mol
* SMILES string: Sc1cc(Cl)c(Cl)c(Cl)c1Cl

=====

Record 5
A molecular structure, C3H4GaO2. Source: the OMol25 dataset; level of theory: ωB97M-V/def2-TZVPD.

```
! RIJCOSX wB97M-V def2-TZVPD def2/J DEFGRID3
* xyz 1 1
O -0.941 -0.105 1.844
C 0.024 -0.949 1.531
Ga -0.956 1.537 -0.966
H 1.799 -1.229 -0.666
H 1.720 1.105 -1.270
C 0.893 -0.614 -0.664
H -0.994 -0.027 2.803
H -2.198 0.809 -1.721
O -0.089 -1.148 0.245
C 0.742 0.622 -1.137
*
```

Computed properties:
* HOMO-LUMO gap: 5.690 eV
* energy: -59633.45289 eV
* ΔE to the lowest compared entry with this formula, charge and spin: 259.3 kJ/mol